Record 1
The following is a DFT calculation (ωB97M-V/def2-TZVPD) of C23H48F3GaN2O4P as an isolated structure.

Output
- <S²>: 2.008
- Frontier orbital gap (spin up / spin down): 0.2612 / 0.2608 Ha
- Charge: -1
- 2S+1: 3

Cartesian coordinates (Å):
1 Ga 0.292 -0.214 0.501
2 P -2.048 0.010 0.828
3 F -0.476 -0.242 -4.693
4 F 1.681 -0.624 -4.528
5 F 0.238 -2.118 -3.838
6 O -5.174 -5.652 -2.460
7 O -2.767 -1.112 0.098
8 O 3.091 2.317 3.698
9 O -0.537 0.837 -2.377
10 N -5.169 -4.438 -2.907
11 N 3.651 3.430 4.042
12 C 5.172 5.237 3.189
13 C 6.309 3.088 5.158
14 C 0.522 -0.112 -2.473
15 C -3.858 -3.740 -2.687
16 C -3.285 -4.150 -1.335
17 C -3.447 -4.020 -5.203
18 C 0.689 2.783 0.118
19 C -7.008 -5.266 -4.312
20 C -2.879 -4.149 -3.791
21 C 4.837 3.736 3.182
22 C 5.055 2.762 5.967
23 C -5.792 -4.347 -4.264
24 C -4.774 -4.767 -5.326
25 C 1.334 1.516 0.718
26 C -6.302 -2.926 -4.561
27 C 0.447 -1.106 -1.334
28 C 0.479 -0.779 -3.885
29 C 3.905 5.027 5.961
30 C 3.813 3.542 5.524
31 C 4.498 3.366 1.741
32 C 2.584 2.943 6.202
33 C -4.040 -2.202 -2.652
34 C 6.044 2.928 3.662
35 H -3.671 -1.720 -3.562
36 H 1.462 0.438 -2.414
37 H -2.522 1.265 0.346
38 H 7.116 2.416 5.459
39 H 3.594 3.877 1.407
40 H 4.912 5.314 6.266
41 H -6.733 -6.314 -4.215
42 H -6.894 -2.940 -5.478
43 H 0.955 2.938 -0.928
44 H -3.574 -2.967 -5.468
45 H -5.506 -2.201 -4.707
46 H 3.245 5.220 6.807
47 H -7.517 -5.137 -5.268
48 H 2.673 3.087 7.280
49 H -3.980 -3.919 -0.528
50 H 5.581 5.590 4.134
51 H 2.486 1.877 6.010
52 H -2.732 -4.429 -5.920
53 H 3.586 5.700 5.168
54 H 4.341 2.297 1.617
55 H 5.875 1.869 3.441
56 H -1.976 -3.542 -3.692
57 H 4.850 1.691 5.874
58 H -2.375 -3.581 -1.153
59 H 2.338 1.386 0.300
60 H 1.466 1.679 1.789
61 H -2.401 0.012 2.207
62 H -4.588 -5.843 -5.237
63 H 1.044 3.676 0.656
64 H 5.923 5.442 2.425
65 H -2.576 -5.190 -3.630
66 H 0.830 -1.269 1.600
67 H 1.272 -1.822 -1.348
68 H -5.210 -4.604 -6.316
69 H 4.287 5.830 2.955
70 H -0.472 -1.695 -1.461
71 H 5.322 3.666 1.092
72 H -3.042 -5.212 -1.296
73 H -0.397 2.785 0.228
74 H -5.082 -1.915 -2.517
75 H -6.942 -2.570 -3.753
76 H 6.658 4.101 5.381
77 H 6.922 3.233 3.087
78 H -3.491 -1.775 -1.813
79 H 1.672 3.436 5.863
80 H 5.228 2.956 7.029
81 H -1.330 0.329 -2.165
82 H -7.712 -5.023 -3.514

Record 2
The following is a DFT calculation (ωB97M-V/def2-TZVPD) of a 12-piece molecular cluster, C23H48F9N15O25PS overall.

Output
- Relative energy (zero: lowest compared OMol25 entry of this formula, charge and spin): 0.000 eV
- Frontier orbital gap: 0.2537 Ha
- Charge: +1

Cartesian coordinates (Å):
1 S -0.054 -1.508 4.172
2 P -3.425 -0.709 3.469
3 F 2.355 -4.073 0.113
4 F 3.145 -5.942 1.187
5 F 3.272 -4.852 3.644
6 F 1.880 -1.804 1.829
7 F 2.561 -1.046 4.921
8 F 1.692 -3.142 5.353
9 F 3.809 -2.088 3.055
10 F 1.154 -4.705 2.626
11 F 4.531 -4.114 1.134
12 O -2.330 1.319 -0.428
13 O -4.720 -3.700 0.144
14 O 1.790 0.092 -2.538
15 O 8.274 -5.389 -2.246
16 O -7.310 0.662 -5.076
17 O 8.554 -6.697 -0.528
18 O -5.713 -5.552 0.718
19 O 3.115 4.078 -3.389
20 O -8.454 -1.898 1.628
21 O 2.195 2.661 -8.818
22 O 1.969 4.554 -5.179
23 O -7.759 2.744 -0.614
24 O 1.647 -1.673 10.043
25 O -0.522 -1.185 5.568
26 O 3.378 -1.159 -3.347
27 O 8.070 4.646 -6.266
28 O 9.973 4.379 -5.240
29 O -6.628 2.247 1.180
30 O 1.921 3.972 -10.537
31 O -7.322 -2.383 3.424
32 O 2.612 0.191 9.462
33 O -8.338 0.611 -3.156
34 O -0.794 -2.626 3.494
35 O 5.528 2.085 -3.013
36 O 5.669 1.370 -5.067
37 N -7.905 -2.683 2.389
38 N 6.149 1.815 -4.032
39 N -7.717 1.180 -4.047
40 N 8.166 -5.667 -1.060
41 N 0.000 -0.016 3.291
42 N -0.834 2.050 2.494
43 N -2.413 0.720 3.845
44 N 1.809 3.693 -9.351
45 N -7.213 1.955 0.143
46 N 2.371 -1.000 9.324
47 N 2.535 3.775 -4.421
48 N -0.420 1.950 1.164
49 N -4.977 -4.888 0.000
50 N 9.291 4.580 -6.236
51 N 2.662 -0.763 -2.442
52 C -7.431 2.627 -3.865
53 C 7.617 2.045 -4.020
54 C -1.361 1.459 0.370
55 C 2.517 2.333 -4.785
56 C 2.424 -2.533 2.969
57 C -7.944 -4.124 2.032
58 C 10.005 4.762 -7.527
59 C -5.253 -0.203 3.157
60 C -1.078 0.803 3.248
61 C 1.735 -2.113 4.367
62 C -3.565 -1.850 5.017
63 C 3.151 -4.490 1.226
64 C 2.482 -4.115 2.674
65 C -1.915 3.023 2.834
66 C -2.957 5.184 3.826
67 C -4.343 -5.591 -1.146
68 C 1.147 4.693 -8.473
69 C -7.260 0.514 -0.219
70 C -3.086 1.947 3.230
71 C -1.626 4.224 3.875
72 C 7.505 -4.667 -0.182
73 C 3.014 -1.697 8.179
74 C 2.868 -1.376 -1.104
75 H 3.552 2.009 -4.899
76 H -2.907 5.905 2.918
77 H -3.076 5.829 4.768
78 H -5.142 -5.972 -1.781
79 H 3.631 -2.499 8.586
80 H -6.348 2.752 -3.874
81 H 9.752 5.752 -7.906
82 H 1.970 2.213 -5.719
83 H 0.858 5.554 -9.076
84 H -8.451 -4.650 2.841
85 H -5.749 -1.171 2.737
86 H -4.649 -2.216 5.152
87 H -5.818 0.038 4.131
88 H 11.077 4.680 -7.351
89 H -5.368 0.588 2.334
90 H 7.213 -3.808 -0.785
91 H 1.864 4.983 -7.706
92 H 2.220 -2.092 7.547
93 H 8.223 -4.375 0.583
94 H -7.806 0.402 -1.156
95 H 0.849 0.305 2.769
96 H -3.721 -4.883 -1.692
97 H -0.767 4.853 3.413
98 H 2.166 -0.931 -0.401
99 H 6.629 -5.144 0.258
100 H -8.490 -4.240 1.096
101 H -6.231 0.169 -0.329
102 H -3.289 -1.232 5.959
103 H -2.384 3.577 1.944
104 H 8.102 1.087 -4.206
105 H -7.770 -0.012 0.590
106 H -3.851 2.399 3.959
107 H 2.021 1.796 -3.976
108 H -7.848 2.951 -2.912
109 H -3.739 -6.403 -0.740
110 H -3.512 1.719 2.167
111 H 7.845 2.764 -4.807
112 H 3.625 -0.982 7.630
113 H 3.897 -1.172 -0.804
114 H -2.895 -2.778 4.945
115 H -1.370 3.881 4.943
116 H -6.914 -4.464 1.922
117 H 2.690 -2.445 -1.202
118 H 9.664 3.980 -8.205
119 H -7.898 3.161 -4.692
120 H 7.904 2.439 -3.045
121 H 0.270 4.217 -8.036
122 H -3.911 4.539 3.648

Record 3
The following is a DFT calculation (ωB97M-V/def2-TZVPD) of C23H48N2O2P2Sn as an isolated structure.

Output
- Relative energy (zero: lowest compared OMol25 entry of this formula, charge and spin): 0.000 eV
- Frontier orbital gap (spin up / spin down): 0.2181 / 0.1804 Ha
- Charge: +4

Cartesian coordinates (Å):
1 Sn -0.029 0.335 -1.085
2 P 2.301 -0.937 -1.087
3 P -2.133 1.280 0.661
4 O 1.610 2.282 1.315
5 O -1.248 -2.800 -0.431
6 N -0.872 -4.336 3.682
7 N -0.156 -2.715 2.377
8 C 3.618 0.376 -1.212
9 C -3.558 0.826 -1.752
10 C 3.266 1.600 -2.074
11 C 4.972 -0.200 -1.621
12 C 2.157 -3.378 0.193
13 C -3.742 0.928 -0.237
14 C -2.634 1.083 2.439
15 C 1.976 -0.952 -3.887
16 C 0.973 1.619 0.618
17 C -1.783 1.917 3.399
18 C -2.086 3.156 0.550
19 C -3.369 3.836 1.045
20 C 0.146 -3.689 4.371
21 C 2.164 -1.891 -2.692
22 C -0.793 -1.784 -0.100
23 C -1.720 3.691 -0.839
24 C 0.569 -2.675 3.544
25 C 3.266 -2.924 -2.956
26 C -2.688 -0.376 2.894
27 C -4.495 -0.295 0.278
28 C -1.034 -3.691 2.482
29 C 3.062 -2.156 0.062
30 C 3.413 -1.549 1.419
31 H -1.781 -4.006 1.767
32 H -0.827 3.225 -1.280
33 H -4.797 -0.195 1.326
34 H -3.666 1.469 2.444
35 H -2.558 3.589 -1.544
36 H -2.049 2.981 3.372
37 H 3.896 2.435 -1.725
38 H -2.998 -1.077 2.112
39 H -3.797 3.386 1.947
40 H 0.745 -0.320 2.173
41 H 3.534 -2.354 2.156
42 H 2.023 -3.922 -0.748
43 H -1.959 1.561 4.424
44 H 4.270 -2.528 -2.760
45 H 1.321 -1.922 3.725
46 H 0.485 -3.971 5.347
47 H -1.261 3.406 1.239
48 H 1.188 -0.200 -3.732
49 H 1.675 -1.561 -4.753
50 H 4.960 -0.567 -2.655
51 H 1.171 -3.082 0.568
52 H -3.044 1.685 -2.199
53 H 3.503 1.425 -3.133
54 H -4.557 0.750 -2.206
55 H -3.417 -0.465 3.716
56 H 4.356 -0.987 1.378
57 H 5.712 0.610 -1.563
58 H -1.718 -0.709 3.267
59 H 3.690 0.719 -0.164
60 H -1.508 4.766 -0.731
61 H 0.057 -0.089 2.373
62 H 2.913 -0.438 -4.146
63 H -3.007 -0.083 -2.029
64 H -5.408 -0.408 -0.321
65 H -3.118 4.878 1.287
66 H 2.221 1.934 -1.996
67 H -0.709 1.816 3.199
68 H 3.225 -3.218 -4.014
69 H -1.421 -5.129 4.002
70 H 2.633 -0.879 1.800
71 H -3.910 -1.215 0.157
72 H 3.136 -3.838 -2.366
73 H 3.993 -2.461 -0.437
74 H -4.341 1.820 -0.010
75 H 5.314 -0.998 -0.952
76 H 2.594 -4.068 0.925
77 H -4.137 3.855 0.260
78 H 1.220 -2.447 -2.537

Which formula does entry 2 have?
C23H48F9N15O25PS

Which of these has the lowest charge?
C23H48F3GaN2O4P

The lowest charge belongs to which entry?
C23H48F3GaN2O4P